[1]
# C15H24N4O2S2

A molecular structure, C15H24N4O2S2 in a non-equilibrium geometry (ωB97M-V/def2-TZVPD, the Open Molecules 2025 dataset).

Properties
F_max ... 18.62 eV Å⁻¹
Orbital gap ... 8.95 eV
ΔE to the lowest compared entry with this formula, charge and spin ... 14.981 eV

The geometry in XYZ format:
```
47
Properties=species:S:1:pos:R:3:mulliken_charge:R:1
S 1.38 -1.38 -1.90 -0.25
S 0.30 0.16 -1.25 0.17
O 4.91 1.66 -1.19 -0.49
O -0.48 -1.74 2.45 -0.67
N 0.14 0.66 1.82 0.79
N -2.62 2.38 -1.09 -0.40
N -3.38 0.28 -0.75 -0.51
N -2.92 -0.94 1.10 -0.44
C 0.25 -0.73 2.01 0.16
C -0.07 -3.07 -1.01 0.19
C 1.29 1.14 1.17 -0.13
C 1.27 -2.73 -1.01 -0.85
C -0.42 -4.21 0.18 -1.48
C -4.02 1.61 -3.08 -1.06
C 3.93 0.98 -0.60 -0.38
C -1.87 2.17 0.01 -0.65
C 2.02 2.01 2.00 -1.61
C 2.66 1.90 -0.83 -2.89
C -3.17 1.47 -1.61 0.24
C 1.43 1.09 -0.22 0.59
C -2.71 0.11 0.18 0.08
C -1.96 1.17 0.88 1.25
C -1.10 1.12 1.89 -1.26
H -1.34 -4.59 0.03 0.47
H -1.58 0.53 2.86 0.48
H 1.57 -2.59 -0.13 0.52
H -4.82 0.53 -2.84 0.22
H 4.04 0.84 0.49 0.20
H -0.99 -2.24 -0.88 -0.19
H -1.43 3.18 0.36 0.24
H -3.25 1.22 -3.66 0.32
H -4.35 2.61 -3.02 0.39
H 0.36 -5.12 -0.04 0.29
H 2.41 1.70 -1.67 0.91
H 5.20 2.37 -0.83 0.28
H 2.77 2.74 -0.73 1.64
H -0.52 -3.71 -1.94 0.23
H 3.74 0.00 -0.78 0.40
H 1.41 -1.08 1.98 0.30
H 1.37 2.36 2.84 0.45
H -0.24 -3.89 1.12 0.44
H 2.62 2.86 1.63 0.32
H -3.37 -1.72 0.65 0.31
H -0.87 2.26 2.32 0.26
H 2.74 1.35 2.67 0.25
H 1.83 -3.55 -1.32 0.56
H -2.14 -1.19 1.72 0.31
```

[2]
# C15H24N4O3S

A single C15H24N4O3S molecule (ωB97M-V/def2-TZVPD, the Open Molecules 2025 dataset).

Properties
F_max ... 0.91 eV Å⁻¹
SMILES ... COc1cc(NC(=S)NN2CCN(C)CC2)cc(OC)c1OC
Orbital gap ... 8.39 eV
ΔE to the lowest compared entry with this formula, charge and spin ... 4.738 eV

The geometry in XYZ format:
```
47
Properties=species:S:1:pos:R:3:mulliken_charge:R:1
S 5.00 -2.06 0.54 -0.46
O -3.03 -0.86 0.77 -0.55
O -2.18 -2.83 -0.84 -0.44
O -1.03 0.45 2.48 -0.44
N 3.42 0.00 0.43 -0.89
N 2.40 -2.14 0.49 -0.15
N 2.27 0.70 0.07 0.76
N 0.63 2.71 -1.04 -0.21
C 0.91 2.67 0.39 -0.09
C -3.55 -0.30 -0.42 -0.56
C 2.05 0.77 -1.37 -1.00
C 0.13 -2.51 -0.18 -0.62
C -1.22 -2.20 -0.11 0.71
C 0.68 1.37 -1.60 -0.24
C -2.35 0.81 2.80 -0.83
C 2.27 2.03 0.64 -1.03
C -1.68 -1.17 0.74 0.76
C 3.50 -1.35 0.50 -0.10
C -0.76 -0.52 1.57 -0.21
C 0.59 -0.86 1.50 0.08
C 1.04 -1.81 0.61 -0.23
C -0.63 3.37 -1.31 -0.97
C -1.81 -3.93 -1.64 -0.98
H 0.48 1.44 -2.67 0.58
H 0.91 3.69 0.77 0.55
H -4.58 -0.05 -0.20 0.31
H 2.45 1.96 1.71 0.46
H -2.84 1.37 2.00 0.24
H -0.08 0.71 -1.13 -0.08
H 2.62 -3.12 0.37 0.31
H -2.26 1.46 3.68 0.30
H 1.27 -0.36 2.16 0.47
H -1.49 2.84 -0.86 0.22
H -0.59 4.38 -0.92 0.36
H -2.96 -0.06 3.06 0.34
H -1.13 -3.63 -2.45 0.36
H -2.74 -4.30 -2.07 0.25
H -0.78 3.41 -2.39 0.35
H 0.49 -3.28 -0.84 0.49
H 2.82 1.39 -1.87 0.38
H 2.09 -0.24 -1.77 0.49
H 0.14 2.08 0.93 -0.09
H 3.06 2.66 0.19 0.43
H 4.33 0.45 0.30 0.28
H -3.01 0.60 -0.70 0.08
H -3.51 -1.02 -1.24 0.26
H -1.34 -4.72 -1.05 0.36
```

[3]
# C15H25BF3N2O3P

3 unconnected molecules or ions with the total composition C15H25BF3N2O3P in a non-equilibrium geometry (ωB97M-V/def2-TZVPD, the Open Molecules 2025 dataset).

Properties
F_max ... 1.10 eV Å⁻¹
SMILES ... CC(C)CP(C[C@@H](O)C(F)(F)F)B(O)O.c1cc[nH]c1.c1cc[nH]c1
Orbital gap ... 8.54 eV

The geometry in XYZ format:
```
50
Properties=species:S:1:pos:R:3:mulliken_charge:R:1
P -1.74 -0.24 1.56 -0.47
F 1.63 2.68 1.17 -0.25
F 0.83 4.14 2.60 -0.27
F -0.31 3.63 0.80 -0.26
O 0.01 -2.32 0.56 -0.62
O 0.31 1.95 3.81 -0.61
O -2.28 -2.44 -0.13 -0.59
N 1.27 -0.12 -3.18 0.06
N 3.73 -2.43 -0.87 0.17
C 0.48 3.12 1.77 0.59
C 4.41 -3.59 -0.61 -0.54
C 4.13 -1.46 0.00 -0.37
C -0.02 -0.57 -3.28 -0.61
C -0.25 2.00 2.52 0.46
C 5.26 -3.35 0.44 -0.47
C -4.31 2.61 -0.19 -1.72
C -2.80 0.73 0.38 -0.73
C -3.38 2.05 0.89 1.11
C -4.12 1.92 2.22 -1.68
C 0.02 -1.82 -3.83 -0.36
C 2.13 -1.07 -3.66 -0.93
C 5.08 -2.00 0.83 -0.63
C 1.38 -2.14 -4.07 -0.25
C -0.14 0.66 1.79 -1.00
B -1.26 -1.79 0.54 1.04
H -4.77 3.54 0.11 0.43
H 4.23 -4.48 -1.19 0.38
H -4.20 2.90 2.69 0.35
H 1.54 0.77 -2.81 0.22
H -5.12 1.54 2.08 0.44
H 3.71 -0.46 -0.04 0.46
H -2.57 2.76 0.97 -0.06
H 3.19 -0.90 -3.66 0.53
H 1.77 -3.05 -4.50 0.43
H 0.04 1.14 4.22 0.37
H 0.39 0.75 0.84 0.42
H -3.73 2.78 -1.09 0.39
H -0.84 0.03 -2.95 0.50
H -3.60 1.26 2.91 0.43
H 5.59 -1.48 1.62 0.41
H 5.93 -4.07 0.88 0.39
H -5.06 1.86 -0.45 0.39
H -0.84 -2.44 -4.04 0.41
H -2.25 0.92 -0.54 0.32
H -1.30 2.30 2.61 -0.02
H 3.04 -2.31 -1.59 0.21
H 0.61 -1.70 0.13 0.20
H -3.64 0.06 0.16 0.46
H -2.68 -1.87 -0.78 0.30
H 0.49 0.02 2.40 0.56
```

[4]
# C15H25Br5FO8P

3 unconnected molecules or ions with the total composition C15H25Br5FO8P in a non-equilibrium geometry (ωB97M-V/def2-TZVPD, the Open Molecules 2025 dataset).

Properties
F_max ... 10.18 eV Å⁻¹
SMILES ... C[C@H](O)C[C@@]1(P(=O)(O)O)C(=O)O[C@@](F)(CCOC=O)[C@]1(C)Br.BrCCBr.BrCCBr
Orbital gap ... 9.49 eV
ΔE to the lowest compared entry with this formula, charge and spin ... 10.094 eV

The geometry in XYZ format:
```
55
Properties=species:S:1:pos:R:3:mulliken_charge:R:1
Br 5.77 -3.89 0.12 -0.12
Br 5.71 -1.73 3.11 -0.13
Br 1.91 0.11 0.45 -0.05
Br -5.07 2.92 -1.32 -0.11
Br -6.73 0.36 0.75 -0.12
P -1.58 1.25 1.17 0.88
F 0.14 -1.60 0.89 -0.27
O 1.64 -4.55 2.77 -0.53
O -2.30 -0.08 1.73 -0.67
O -1.62 -1.33 -0.96 -0.30
O -0.35 1.76 2.34 -0.53
O -2.84 2.50 1.28 -0.49
O -3.18 0.43 -1.99 -0.53
O 2.29 -3.69 0.50 -0.15
O 0.90 4.35 -1.77 -0.56
C 6.56 -3.46 2.84 -0.60
C 0.97 -3.96 -0.08 -0.58
C 0.88 0.06 -2.47 -1.09
C -0.83 2.60 -1.23 -0.55
C 0.41 3.51 -0.64 0.59
C 7.15 -3.57 1.45 -0.55
C 0.63 -2.78 -1.19 -0.78
C 0.37 0.04 -0.89 -0.26
C -2.07 0.07 -1.28 0.03
C -6.67 1.88 -1.68 -0.57
C -0.20 -1.50 -0.58 1.06
C -7.50 1.70 -0.43 -0.59
C 2.27 -3.68 1.97 0.39
C -0.91 1.07 -0.61 0.93
C 0.00 4.54 0.57 -1.11
H 0.11 -4.16 0.69 0.34
H 0.98 4.73 1.21 0.32
H -0.35 5.61 0.20 0.38
H 2.05 -0.14 -2.53 0.33
H -0.72 2.62 -2.41 0.29
H 7.35 -3.51 3.60 0.35
H 7.82 -4.43 1.38 0.33
H -1.83 3.22 -1.01 0.08
H 0.70 1.08 -3.01 0.32
H 1.64 -2.51 -1.71 0.26
H -6.35 0.93 -2.12 0.38
H -3.39 2.35 0.47 0.18
H 1.34 2.90 -0.27 -0.01
H -7.22 2.45 -2.43 0.35
H -0.81 4.14 1.32 0.25
H -0.01 0.97 2.85 0.35
H 5.81 -4.22 3.05 0.37
H 2.93 -2.84 2.51 0.15
H -8.50 1.33 -0.68 0.35
H 7.69 -2.67 1.14 0.36
H 1.08 -4.96 -0.71 0.34
H 0.32 -0.77 -3.12 0.26
H -0.04 -3.30 -2.02 0.33
H 1.25 5.20 -1.33 0.36
H -7.60 2.62 0.16 0.37
```

Q: Among the records above, which one has the lowest orbital gap?
A: C15H24N4O3S